Here is a structure of composition C20H36BeN2Si2 from the OMol25 dataset. Energies are from ωB97M-V/def2-TZVPD.

Properties
Frontier orbital gap (spin up / spin down), eV: 5.22 / 5.93
Energy relative to the best compared isomer or geometry (same formula, charge and spin), eV: 7.685
2S+1: 1
E_LUMO (spin up / spin down), eV: -0.932 / -0.519
Energy, eV: -40455.6589
Net charge: 0
Max |F|, Eh/bohr: 0.069

XYZ file:
```
61
Properties=species:S:1:pos:R:3:forces:R:3
C -2.12237 -0.93342 -0.93545 -0.9760 1.0345 1.7924
C -2.14220 1.59804 -1.73946 -2.6352 2.3289 0.4832
H -2.24201 -1.88431 -1.43964 -0.9452 0.7484 0.7422
H -3.05467 -0.42402 -0.66614 -0.2758 -0.7658 0.3381
H -1.42129 -0.91251 -0.09261 -0.4864 -0.6017 0.2338
H -2.26616 2.14160 -2.64469 -0.3937 1.0947 -0.2215
H -3.03230 1.34973 -1.18825 -0.5221 0.3968 -0.3041
H -1.36243 1.90502 -1.04972 -0.2599 0.2082 0.1175
C -0.50170 -2.98694 -1.52349 0.4548 0.4858 -0.2157
C 0.48189 -3.93152 -1.40480 0.1542 -0.6924 0.2400
C 1.77857 -3.56120 -1.75501 0.4898 -0.0529 -0.0648
C 2.06949 -2.26129 -2.17224 -0.4052 0.4269 0.3015
H -1.55583 -3.23455 -1.28505 1.1126 0.0889 -0.3338
H 0.16122 -4.92246 -1.03787 0.7237 0.4671 -0.3411
H 2.58116 -4.28788 -1.69049 -0.0314 0.0500 -0.0623
H 3.04365 -1.90406 -2.46212 0.3799 -0.5975 0.1488
N -0.19858 -1.73859 -1.89196 1.2538 -0.1632 -1.0828
C 1.03598 -1.31431 -2.17896 -0.6426 -2.5576 0.5844
C 1.21610 0.10320 -2.48509 -0.7716 1.8921 -0.5247
N 0.15320 0.94001 -2.30565 1.4255 -0.0679 -0.3820
C 0.29276 2.28304 -2.56126 0.7774 -1.5039 -0.0753
C 2.58332 1.97561 -3.18714 -0.0622 -0.5735 0.1548
C 1.49976 2.81818 -2.96088 0.1316 0.3622 -0.1612
H -0.55393 2.95758 -2.46724 0.2413 -0.5471 0.1570
H 1.53944 3.90519 -3.10281 0.2159 -0.5455 -0.0145
C 2.40799 0.60347 -2.97848 0.8769 0.1259 -0.1019
H 3.20549 -0.12312 -3.16717 -0.1293 0.6638 0.0066
H 3.55244 2.36452 -3.50073 -0.3101 -0.1124 -0.0002
Be -1.46106 0.15430 -2.03503 2.1181 -1.8466 1.7809
C -2.16455 -0.39754 -3.45163 -1.7177 0.2720 -2.7203
H -1.28699 -0.97299 -3.77934 -0.3195 0.2985 -0.1243
H -2.44164 0.45378 -4.07969 0.1942 -0.4129 -0.4374
H -3.03466 -1.03963 -3.27622 0.2992 0.2508 -0.0283
C -2.53126 0.39346 2.79825 0.0942 0.1214 0.0970
Si -1.02397 -0.75620 2.78690 -1.1598 -0.4071 -0.4012
C -0.47976 -1.02274 4.57707 0.3030 0.0472 0.1504
C -1.59668 -2.42616 2.11020 -0.0512 -0.2564 0.3041
C 0.28278 -0.09270 1.65690 0.8412 -0.3030 0.4965
Si 1.31606 1.38697 2.06024 0.0527 0.7862 -0.2528
C 2.45072 1.11157 3.55094 0.0474 -0.1719 0.1083
C 2.42606 1.79567 0.58811 0.1641 -0.0116 -0.1231
C 0.24960 2.91916 2.39274 -0.0265 -0.0472 0.0468
H -3.44931 -0.19280 2.95669 0.2494 0.1410 -0.0709
H -2.61911 0.91970 1.83719 -0.0551 -0.1692 0.2078
H -2.47657 1.14374 3.60029 0.0134 -0.1104 -0.2090
H -1.10204 -1.81152 5.02940 0.1494 0.2455 -0.1649
H 0.56937 -1.34554 4.64600 -0.2497 0.0391 0.0315
H -0.59491 -0.11814 5.19229 0.0771 -0.1814 -0.1973
H -2.46217 -2.33813 1.44023 0.3139 0.0870 0.1480
H -0.79286 -2.93656 1.56259 -0.1486 0.0611 0.0870
H -1.88500 -3.06464 2.95816 0.0447 0.0177 -0.1816
H 0.77466 -0.83149 0.99547 -0.3813 0.3610 0.1662
H 2.71322 0.04891 3.65732 0.0066 0.2679 0.0192
H 3.38312 1.67801 3.40096 -0.2588 -0.1504 0.0658
H 2.00192 1.44826 4.49674 0.0492 -0.1461 -0.2569
H 2.04001 2.64021 0.00036 0.0383 -0.1982 0.1254
H 3.43955 2.05963 0.92613 -0.2410 -0.0451 -0.1380
H 2.50538 0.93267 -0.08490 0.0746 0.1491 0.0922
H -0.60516 2.95494 1.70157 0.1865 0.0174 0.1596
H -0.14045 2.94856 3.42085 0.0422 -0.0386 -0.2638
H 0.84673 3.83219 2.23757 -0.1410 -0.2593 0.0682
```
Positions in Å, forces in eV/Å.